Formula: C3H4N2O
Source: OMol25
Level of theory: wB97M-V/def2-TZVPD

Atoms and positions in Å:
O1 2.231 0.166 -0.567
C1 0.897 0.031 -0.418
N1 0.365 -1.170 -0.304
N2 -0.934 -0.939 -0.006
C2 -1.223 0.377 0.018
C3 -0.071 1.057 -0.272
H1 2.582 -0.739 -0.548
H2 -1.587 -1.698 -0.094
H3 -2.193 0.783 0.269
H4 -0.156 2.048 -0.679

Output
LUMO level: 1.049 eV
structure (SMILES): Oc1cc[nH]n1
HOMO energy: -8.93 eV
orbital gap: 0.3668 Ha

Charges computed using natural (NBO), reported in e: O -0.658; C 0.434; N -0.353; N -0.347; C -0.020; C -0.408; H 0.490; H 0.407; H 0.218; H 0.237